15
Properties=species:S:1:pos:R:3 method="wB97M-V/def2-TZVPD" smiles=F[C@H]1[C@H]2N[C@@H]2C[C@H]1Cl total_energy_ha=-809.31533 spin_multiplicity=1 homo_lumo_gap_ev=9.7 e_above_lowest_kj_mol=550.7
F 0.5669 2.1064 -0.6221
C 0.3964 1.1681 0.5073
C -0.9703 0.5039 0.4443
N -1.9434 0.4618 -0.3632
C -0.8441 -0.3449 -0.8098
C 0.3293 -1.3009 -0.2938
C 1.1906 -0.2312 0.3291
Cl 2.7959 0.2421 -0.3115
H 0.7756 1.5978 1.4070
H -0.9985 -0.0954 1.3052
H -2.8226 -0.0074 -0.1472
H -0.6244 0.4250 -1.6760
H 0.2357 -2.3114 0.2600
H 0.5187 -1.6405 -1.3109
H 1.3942 -0.5735 1.2818